No. 1
Below is a molecular structure, C19H15N3O2S3Ti in a non-equilibrium geometry, with properties calculated with wB97M-V/def2-TZVPD.

Orbital gap (alpha / beta) ... 0.284 / 0.291 hartree
⟨S²⟩ ... 0.75
Multiplicity ... 2
Total charge ... +1
LUMO energy (alpha / beta) ... -3.65 / -3.48 eV
E_HOMO (alpha / beta) ... -11.39 / -11.41 eV

Element x y z (Å)
Ti: 1.6844 -1.0767 -0.7675
S: 3.7507 -2.3170 -1.1603
C: 3.6737 -1.9847 0.5397
N: 2.6075 -1.3311 0.9872
C: 2.6490 -1.0936 2.3570
C: 1.6924 -0.4222 3.1085
C: 1.9130 -0.2965 4.4666
C: 3.0603 -0.8246 5.0669
C: 4.0154 -1.4914 4.3223
C: 3.7958 -1.6164 2.9557
S: 4.8128 -2.3797 1.7561
H: 0.8069 -0.0161 2.6372
H: 1.1874 0.2227 5.0777
H: 3.2030 -0.7119 6.1328
H: 4.9015 -1.8985 4.7892
C: -6.5774 -0.1841 -1.4036
C: -5.0830 -0.3039 -1.3613
C: -4.3154 -0.0404 -2.4933
C: -2.9342 -0.1361 -2.4574
C: -2.3318 -0.5038 -1.2611
C: -3.0660 -0.7734 -0.1109
C: -4.4405 -0.6740 -0.1765
S: -0.6119 -0.5947 -1.2287
O: -0.1871 -1.8107 -0.4392
O: -0.0608 -0.7133 -2.5723
N: 0.1296 0.5522 -0.4206
C: 1.0099 1.4077 -1.1158
C: 0.7867 2.7397 -1.4202
C: 1.8102 3.4297 -2.0446
C: 3.0130 2.7946 -2.3511
C: 3.1679 1.4698 -2.0131
N: 2.1786 0.8083 -1.3937
H: -6.9423 -0.1380 -2.4277
H: -6.9015 0.7239 -0.8915
H: -7.0514 -1.0283 -0.9039
H: -4.8058 0.2333 -3.4182
H: -2.3367 0.0452 -3.3403
H: -2.5730 -1.0724 0.8047
H: -5.0323 -0.8939 0.7030
H: -0.1579 3.1987 -1.1678
H: 1.6746 4.4716 -2.3036
H: 3.8154 3.3221 -2.8446
H: 4.0695 0.9081 -2.2157

In elementary charge units, the Mulliken charges are: 0.24, -0.41, 0.53, -0.16, -0.08, -0.39, -0.70, -0.53, -0.49, 0.76, -0.18, 0.45, 0.40, 0.39, 0.41, -1.39, 0.85, -0.92, -0.48, 0.24, -0.39, -0.93, 2.16, -0.60, -0.64, -0.42, 0.61, -0.84, -0.20, -0.78, -0.20, 0.14, 0.36, 0.31, 0.37, 0.34, 0.49, 0.48, 0.40, 0.49, 0.44, 0.41, 0.44

---

No. 2
Below is a molecular structure, C19H15N4O4PdS5 in a non-equilibrium geometry, with properties calculated with wB97M-V/def2-TZVPD.

Orbital gap ... 0.247 hartree
Total charge ... -1
Relative energy (zero: lowest compared OMol25 entry of this formula, charge and spin) ... 0.908 eV
LUMO energy ... 1.81 eV
E_HOMO ... -4.91 eV

Element x y z (Å)
Pd: 0.8504 -0.8164 0.8930
N: -2.9129 -0.9058 0.5675
C: -2.4669 -2.2176 0.6809
C: -3.4259 -3.2368 0.7844
C: -2.9836 -4.5351 0.8736
C: -1.6137 -4.7968 0.8730
C: -0.7577 -3.7218 0.7763
N: -1.1748 -2.4551 0.6661
C: -2.2708 0.3323 0.5418
C: -3.1165 1.4273 0.3043
C: -2.5984 2.6961 0.2733
C: -1.2394 2.8756 0.4986
C: -0.4805 1.7583 0.7288
N: -0.9624 0.4915 0.7390
H: -3.9118 -0.8233 0.5082
H: -4.4829 -3.0008 0.8022
H: -3.6992 -5.3443 0.9480
H: -1.2281 -5.8026 0.9582
H: 0.3188 -3.8551 0.7941
H: -4.1721 1.2562 0.1335
H: -3.2428 3.5415 0.0691
H: -0.7790 3.8523 0.4840
H: 0.5785 1.8484 0.9091
O: 5.2720 -1.0843 6.0609
C: 4.4788 -1.0918 5.1570
S: 4.8863 -1.5465 3.4892
C: 3.2867 -1.2805 2.8340
C: 2.3391 -0.8707 3.6594
S: 0.6877 -0.5809 3.1344
S: 2.7707 -0.6396 5.3393
S: 2.9868 -1.5771 1.1284
N: 0.9863 -0.9951 -1.2848
C: 1.0902 0.2963 -1.9354
C: 1.8857 1.3017 -1.4034
C: 1.9062 2.5473 -2.0072
C: 1.1294 2.8048 -3.1360
C: 0.3496 1.7906 -3.6674
C: 0.3343 0.5355 -3.0687
S: 1.1657 4.4308 -3.8895
O: 0.0190 4.4298 -4.7848
O: 1.0475 5.3326 -2.7526
O: 2.4551 4.4778 -4.5566
H: 0.3594 -1.6067 -1.7877
H: 1.8929 -1.4448 -1.2032
H: 2.4807 1.1013 -0.5207
H: 2.5049 3.3505 -1.5959
H: -0.2472 2.0037 -4.5445
H: -0.2960 -0.2526 -3.4713

In elementary charge units, the Mulliken charges are: 0.41, -0.03, 0.58, -0.92, -0.31, -0.87, -0.25, 0.26, 0.55, -0.75, -0.50, -0.88, -0.33, 0.28, 0.13, 0.37, 0.39, 0.40, 0.38, 0.36, 0.40, 0.44, 0.54, -0.58, 0.57, -0.19, 0.14, 0.20, -0.43, -0.18, -0.44, -0.34, 0.86, -0.42, -0.75, -0.01, -0.65, -0.68, 1.30, -0.72, -0.70, -0.69, 0.15, 0.34, 0.43, 0.38, 0.48, 0.28

---

No. 3
Below is 2 unconnected molecules or ions with the total composition C19H15NO3 in a non-equilibrium geometry, with properties calculated with wB97M-V/def2-TZVPD.

Orbital gap ... 0.110 hartree
Total charge ... 0
Relative energy (zero: lowest compared OMol25 entry of this formula, charge and spin) ... 5.846 eV
LUMO energy ... -3.35 eV
E_HOMO ... -6.34 eV

Element x y z (Å)
C: -1.2212 -1.5577 2.6351
C: 0.1395 -1.5329 2.6313
C: 0.8304 -0.3245 2.6264
N: 2.2828 -0.3194 2.6255
O: 2.8741 0.7667 2.6282
O: 2.8812 -1.4018 2.6212
C: 0.1238 0.8751 2.6197
C: -1.2374 0.8829 2.6176
C: -1.9700 -0.3422 2.6324
O: -3.2052 -0.3528 2.6430
H: -1.7663 -2.4859 2.6424
H: 0.7091 -2.4485 2.6307
H: 0.6814 1.7981 2.6150
H: -1.7959 1.8024 2.5985
C: -4.9220 2.5073 1.9706
C: -4.2578 2.4919 0.7144
C: -3.1353 3.3380 0.5611
C: -2.4471 3.4060 -0.6242
C: -2.8412 2.6360 -1.7036
C: -3.9292 1.7909 -1.5871
C: -4.6261 1.7177 -0.4061
C: -6.0466 1.8121 2.4907
C: -6.4348 2.1049 3.8187
C: -7.5331 1.5148 4.3915
C: -8.2884 0.6052 3.6743
C: -7.9269 0.2786 2.3805
C: -6.8235 0.8562 1.8011
H: -4.4921 3.2042 2.6712
H: -2.8225 3.9422 1.3969
H: -1.6077 4.0754 -0.7175
H: -2.3094 2.7073 -2.6364
H: -4.2385 1.1996 -2.4332
H: -5.4684 1.0617 -0.3653
H: -5.8478 2.8084 4.3861
H: -7.8076 1.7659 5.4032
H: -9.1589 0.1591 4.1232
H: -8.5206 -0.4286 1.8251
H: -6.5620 0.5476 0.8122

In elementary charge units, the Mulliken charges are: -0.59, -0.24, -0.14, 0.95, -0.65, -0.64, -0.37, -0.13, -0.03, -0.67, 0.42, 0.43, 0.42, 0.39, -0.49, 1.30, -0.52, -0.71, -0.28, -1.12, -0.05, 1.22, -0.56, -0.71, -0.27, -1.09, -0.04, 0.20, 0.36, 0.40, 0.41, 0.42, 0.32, 0.39, 0.40, 0.40, 0.41, 0.45

---

No. 4
Below is a molecular structure, C19H16AuN4O4, with properties calculated with wB97M-V/def2-TZVPD.

Orbital gap (alpha / beta) ... 0.224 / 0.126 hartree
⟨S²⟩ ... 2.01
Multiplicity ... 3
Total charge ... +1
LUMO energy (alpha / beta) ... -4.24 / -6.91 eV
E_HOMO (alpha / beta) ... -10.34 / -10.33 eV

Element x y z (Å)
Au: 0.2748 -0.3937 -1.0175
O: 1.2687 0.1507 5.7994
C: 0.2603 -0.3766 5.3141
O: -0.7597 -0.8775 5.8020
C: 0.2811 -0.4208 3.7800
C: -0.7705 -0.9826 3.0681
C: -0.7381 -0.9903 1.6888
N: 0.3157 -0.4712 1.0418
C: 1.3435 0.0904 1.6958
C: 1.3475 0.1221 3.0743
C: 2.4120 0.6473 0.8411
C: 3.5374 1.2740 1.3645
C: 4.4992 1.7720 0.5052
C: 4.3289 1.6333 -0.8661
C: 3.1907 1.0016 -1.3185
N: 2.2608 0.5242 -0.4907
C: -1.8066 -1.5424 0.8297
C: -3.0212 -1.9830 1.3420
C: -3.9763 -2.4913 0.4804
C: -3.7038 -2.5599 -0.8792
C: -2.4818 -2.0989 -1.3213
N: -1.5622 -1.6045 -0.4926
H: -1.5838 -1.3950 3.6521
H: 2.1439 0.5543 3.6674
H: 3.6550 1.3709 2.4332
H: 5.3768 2.2632 0.9023
H: 5.0600 2.0029 -1.5698
H: 3.0198 0.8609 -2.3785
H: -3.2175 -1.9195 2.4017
H: -4.9269 -2.8322 0.8670
H: -4.4191 -2.9598 -1.5824
H: -2.2184 -2.1399 -2.3711
N: 0.1658 -0.2699 -3.1851
C: -0.9012 0.6377 -3.7006
C: -0.8029 2.0417 -3.0982
C: -1.5494 2.1805 -1.8016
O: -2.5595 2.8186 -1.6206
O: -1.1493 1.5428 -0.7329
H: 1.0586 0.0474 -3.5552
H: 0.0283 -1.1965 -3.5822
H: -1.8627 0.1814 -3.4645
H: -0.8204 0.6999 -4.7855
H: -1.2403 2.7648 -3.7867
H: 0.2428 2.3228 -2.9501

In elementary charge units, the Mulliken charges are: 0.76, -0.71, 0.42, -0.71, -0.79, -0.37, 1.30, -0.15, 1.25, -0.35, 0.00, -0.55, -0.45, -0.85, -0.11, -0.29, -0.10, -0.57, -0.46, -0.83, -0.18, -0.23, 0.60, 0.67, 0.42, 0.47, 0.41, 0.35, 0.40, 0.46, 0.41, 0.48, -0.56, -0.62, -0.61, 0.71, -0.45, -0.28, 0.29, 0.32, 0.35, 0.46, 0.36, 0.31

---

No. 5
Below is C19H16ClN5O6 in the gas phase in a non-equilibrium geometry, with properties calculated with wB97M-V/def2-TZVPD.

Orbital gap ... 0.300 hartree
Total charge ... 0
LUMO energy ... -1.16 eV
E_HOMO ... -9.32 eV

Element x y z (Å)
C: 2.0053 4.8426 -1.5404
C: 3.1754 4.0337 -0.9938
C: 3.1136 2.5495 -1.3603
N: 1.9903 1.8675 -0.7370
C: 0.7479 1.7267 -1.4720
C: 0.3735 0.2921 -1.6122
N: 1.0885 -0.6649 -2.1064
N: 0.4088 -1.8035 -1.9240
C: -0.7084 -1.4998 -1.3263
C: -1.6881 -2.4516 -0.8570
C: -1.3733 -3.8098 -0.9800
C: -2.2203 -4.7754 -0.4801
C: -3.3973 -4.4030 0.1527
C: -3.7335 -3.0666 0.2691
C: -2.8871 -2.0925 -0.2352
Cl: -3.3572 -0.4369 -0.0770
O: -0.7947 -0.1656 -1.1105
C: 2.2086 1.2694 0.4568
O: 3.2640 1.3215 1.0506
C: 1.0416 0.5204 1.0529
C: -0.0616 1.2027 1.5515
C: -1.0978 0.4961 2.1474
N: -2.2615 1.2185 2.6305
O: -3.0783 0.5958 3.2637
O: -2.3290 2.3950 2.3582
C: -1.0619 -0.8837 2.2617
C: 0.0512 -1.5482 1.7706
N: 0.0870 -2.9985 1.8407
O: -0.8926 -3.5525 2.2859
O: 1.0796 -3.5524 1.4357
C: 1.1103 -0.8626 1.1873
H: 1.9328 4.7331 -2.6207
H: 1.0656 4.5279 -1.0937
H: 2.1453 5.8970 -1.3164
H: 4.1087 4.4347 -1.3920
H: 3.2121 4.1218 0.0929
H: 3.0465 2.4184 -2.4416
H: 4.0219 2.0596 -1.0006
H: -0.0806 2.2491 -0.9809
H: 0.8937 2.1614 -2.4628
H: -0.4415 -4.0670 -1.4580
H: -1.9582 -5.8173 -0.5699
H: -4.0560 -5.1534 0.5604
H: -4.6478 -2.7690 0.7576
H: -0.1306 2.2793 1.4909
H: -1.8802 -1.4272 2.7114
H: 1.9654 -1.4123 0.8203

In elementary charge units, the Mulliken charges are: -1.08, -0.35, -1.09, 0.34, -1.00, 0.48, -0.66, -0.35, 0.95, -0.58, -0.47, -0.66, -0.48, -0.49, 0.73, -0.17, -0.20, -0.23, -0.65, 0.17, 0.27, -0.63, 1.15, -0.61, -0.64, -0.04, -0.91, 1.28, -0.62, -0.66, 0.14, 0.27, 0.22, 0.39, 0.37, 0.28, 0.48, 0.43, 0.19, 0.84, 0.51, 0.40, 0.40, 0.47, 0.66, 0.61, 0.53

---

Question: The lowest total charge belongs to which entry?
Answer: C19H15N4O4PdS5

---

Question: What is the total charge in the third record?
Answer: 0